Record 1
18
Properties=species:S:1:pos:R:3:nbo_charge:R:1 method="wB97M-V/def2-TZVPD" molar_mass_g_mol=101.15 spin_multiplicity=1 smiles="CNC(C)=O.C=C" energy_ev=-8899.01449 homo_lumo_gap_ev=10.37
C -0.832 1.914 -0.120 -0.420
N -0.647 0.564 -0.542 -0.589
C -1.352 -0.473 -0.055 0.654
C -0.671 -1.735 -0.326 -0.713
O -2.348 -0.304 0.656 -0.638
H -1.707 1.872 0.438 0.240
H -0.015 2.418 0.388 0.183
H -0.902 2.524 -0.926 0.190
H 0.047 0.366 -1.157 0.379
H 0.268 -1.720 -1.035 0.223
H -1.526 -2.434 -0.770 0.240
H -0.544 -2.300 0.529 0.250
C 3.188 -0.129 -0.275 -0.406
C 2.405 0.028 0.752 -0.379
H 3.953 -0.923 -0.468 0.212
H 3.056 0.645 -0.990 0.189
H 2.585 -0.388 1.808 0.194
H 1.672 0.792 0.884 0.191

Record 2
21
Properties=species:S:1:pos:R:3:nbo_charge:R:1 method="wB97M-V/def2-TZVPD" molar_mass_g_mol=111.19 spin_multiplicity=1 smiles=C[C@@H]1CNC[C@@H]2C[C@H]21 energy_ev=-8953.73207 homo_lumo_gap_ev=9.69
C -2.213 0.969 0.121 -0.609
C -0.759 0.750 0.393 -0.310
C -0.012 1.174 -0.760 -0.258
N 0.654 0.074 -1.571 -0.658
C 1.793 -0.675 -0.889 -0.229
C 1.270 -0.747 0.622 -0.282
C 0.607 -1.629 1.590 -0.378
C -0.308 -0.700 0.643 -0.241
H -2.544 0.895 -1.081 0.220
H -2.274 2.158 0.255 0.208
H -2.918 0.637 0.987 0.230
H -0.536 1.382 1.356 0.219
H 0.826 2.016 -0.627 0.210
H -0.430 1.469 -1.749 0.247
H 0.011 -0.615 -1.976 0.362
H 2.831 0.031 -0.747 0.188
H 2.220 -1.566 -1.626 0.225
H 1.735 0.117 1.144 0.210
H 0.378 -1.582 2.785 0.236
H 0.485 -2.652 1.164 0.213
H -0.814 -1.507 -0.034 0.199

Record 3
53
Properties=species:S:1:pos:R:3:nbo_charge:R:1 method="wB97M-V/def2-TZVPD" molar_mass_g_mol=480.51 spin_multiplicity=1 energy_ev=-53432.40491 homo_lumo_gap_ev=7.40
F 1.900 2.555 1.822 -0.327
C 1.998 1.214 2.158 0.409
C 3.208 0.740 2.672 -0.326
C 3.248 -0.620 2.981 0.412
F 4.453 -1.126 3.413 -0.325
C 2.156 -1.476 2.868 -0.263
C 0.918 -0.947 2.432 -0.054
C -0.302 -1.743 2.502 -0.113
C -1.461 -0.948 2.941 -0.058
C -2.727 -1.537 2.802 -0.185
C -3.872 -0.761 2.624 -0.187
C -3.854 0.596 2.974 -0.276
C -2.664 1.097 3.516 0.380
F -2.680 2.351 4.118 -0.337
C -1.474 0.358 3.565 -0.272
C 0.874 0.405 1.989 -0.260
H 4.055 1.415 2.783 0.257
H 2.249 -2.528 3.139 0.244
H -0.195 -2.698 3.114 0.281
H -2.776 -2.617 2.696 0.224
H -4.770 -1.154 2.157 0.232
H -4.708 1.260 2.867 0.236
H -0.598 0.778 4.095 0.248
H -0.047 0.839 1.565 0.257
C 2.342 -8.503 0.060 -0.190
C 1.642 -7.692 -0.843 -0.203
C 0.921 -6.581 -0.400 -0.223
C 0.890 -6.263 0.969 -0.193
S -0.340 -5.120 1.696 2.085
C -0.336 -3.344 1.233 -0.560
C -1.147 -2.996 0.002 0.517
O -0.574 -2.525 -0.998 -0.537
C -2.656 -3.216 -0.059 -0.192
C -3.395 -3.921 0.908 -0.177
C -4.789 -3.948 0.917 -0.230
C -5.517 -3.353 -0.111 -0.186
C -4.812 -2.716 -1.147 -0.254
C -3.403 -2.689 -1.158 -0.088
O -1.537 -5.813 1.261 -0.922
O 0.051 -5.140 3.113 -0.961
C 1.596 -7.083 1.873 -0.219
C 2.307 -8.208 1.429 -0.212
H 2.927 -9.352 -0.299 0.221
H 1.661 -7.895 -1.915 0.223
H 0.378 -5.965 -1.121 0.233
H 0.756 -3.319 1.042 0.257
H -2.879 -4.538 1.646 0.247
H -5.276 -4.476 1.736 0.218
H -6.615 -3.388 -0.063 0.219
H -5.411 -2.269 -1.947 0.219
H -2.910 -2.258 -2.046 0.229
H 1.573 -6.857 2.946 0.254
H 2.845 -8.833 2.154 0.226

Record 4
13
Properties=species:S:1:pos:R:3:lowdin_spin:R:1 method="wB97M-V/def2-TZVPD" molar_mass_g_mol=275.48 spin_multiplicity=2 energy_ev=-10998.41384 total_charge=-1 homo_lumo_gap_ev="5.62 / 5.62"
C 0.684 1.998 0.003 0.122
C 0.752 0.501 0.224 0.009
C 0.446 -0.120 1.391 0.000
O 0.547 -1.392 1.667 -0.001
Tl 0.723 -3.409 0.444 0.000
H 1.695 2.443 0.066 0.034
H 1.178 -0.097 -0.593 0.000
H 0.387 2.177 -1.051 0.016
H 0.031 0.521 2.196 0.000
C -0.237 2.754 0.892 0.719
H -0.710 2.440 1.825 0.049
H -0.621 3.728 0.583 0.048
H 1.296 -4.909 -0.876 0.000

Record 5
18
Properties=species:S:1:pos:R:3:nbo_charge:R:1 method="wB97M-V/def2-TZVPD" molar_mass_g_mol=86.16 spin_multiplicity=1 smiles="C=CC[C@@H](C)[NH3+]" energy_ev=-6862.11936 total_charge=+1 homo_lumo_gap_ev=9.59
C -0.385 2.721 0.932 -0.335
C -0.036 1.623 0.274 -0.209
C -0.323 0.181 0.614 -0.482
C -0.016 -0.721 -0.570 -0.033
C 1.471 -0.950 -0.773 -0.644
N -0.709 -2.071 -0.327 -0.675
H 0.130 3.627 0.643 0.221
H -1.299 2.801 1.505 0.210
H 0.701 1.738 -0.519 0.196
H 0.190 -0.052 1.552 0.243
H -1.363 0.073 0.963 0.214
H -0.499 -0.268 -1.434 0.233
H 1.938 -1.037 0.196 0.230
H 1.643 -1.921 -1.250 0.222
H 1.999 -0.198 -1.348 0.267
H -1.422 -1.902 0.383 0.446
H -0.031 -2.719 0.075 0.443
H -1.118 -2.451 -1.179 0.451

Record 6
47
Properties=species:S:1:pos:R:3:lowdin_spin:R:1 method="wB97M-V/def2-TZVPD" molar_mass_g_mol=411.36 spin_multiplicity=5 energy_ev=-81933.34193 total_charge=+1 homo_lumo_gap_ev="8.31 / 8.05"
Fe -0.253 -0.326 0.375 3.675
S -0.234 -1.039 2.587 0.086
C -1.484 -2.088 1.963 0.013
C -2.284 -2.917 2.754 0.002
C -3.256 -3.684 2.146 0.003
C -3.424 -3.624 0.763 0.003
C -2.602 -2.788 0.048 0.007
N -1.654 -2.034 0.624 0.035
H -2.126 -2.938 3.824 0.001
H -3.887 -4.329 2.745 0.000
H -4.173 -4.218 0.258 0.000
H -2.688 -2.711 -1.030 0.000
C -5.214 1.273 -0.602 0.000
C -4.375 1.431 0.672 0.000
C -2.991 1.911 0.377 0.004
N -1.961 1.158 0.260 0.032
N -0.786 1.821 -0.040 0.029
C -0.950 3.109 -0.148 0.006
N 0.036 3.978 -0.438 0.001
S -2.592 3.586 0.121 0.010
H -6.235 0.994 -0.343 0.000
H -4.797 0.496 -1.245 0.000
H -5.252 2.203 -1.171 0.000
H -4.279 0.476 1.189 0.000
H -4.858 2.131 1.354 0.000
H 0.986 3.653 -0.465 0.000
H -0.138 4.964 -0.487 0.000
C 2.517 -4.197 -1.376 0.001
N 1.916 -2.861 -1.358 0.004
C 0.764 -2.652 -2.240 0.000
C 2.229 -1.831 -0.541 0.012
O 1.420 -0.855 -0.507 0.067
N 3.344 -1.758 0.209 0.006
C 3.451 -0.701 1.216 0.000
C 4.529 -2.613 0.161 0.001
H 1.761 -4.895 -1.726 0.000
H 2.806 -4.516 -0.381 0.000
H 3.370 -4.268 -2.049 0.000
H 0.643 -3.540 -2.854 0.000
H 0.917 -1.796 -2.893 0.000
H -0.148 -2.495 -1.669 0.000
H 2.490 -0.241 1.398 0.000
H 4.161 0.060 0.887 0.000
H 3.810 -1.139 2.147 0.000
H 4.700 -3.025 -0.822 0.000
H 4.480 -3.416 0.897 0.000
H 5.388 -1.990 0.399 0.000